Entry 1:
The following is a DFT calculation (ωB97M-V/def2-TZVPD) of C16H17KN2STe as an isolated structure.

Properties
E_tot ... -54302.4109 eV
E_HOMO ... -6.2 eV

Each line ends with the natural charge from an NBO analysis.
Geometry (Å):
K 1.073 -0.971 0.908  0.913
N -1.418 -2.463 4.695  -0.803
C -0.810 -1.381 5.250  0.285
N -0.260 -0.432 4.578  -0.557
C 0.303 0.514 5.418  0.198
C 0.937 1.683 5.012  -0.245
C 1.435 2.548 5.971  -0.203
C 1.303 2.267 7.329  -0.222
C 0.666 1.113 7.755  -0.199
C 0.177 0.246 6.792  -0.251
S -0.687 -1.256 7.011  0.321
H -1.675 -2.385 3.726  0.403
H -2.002 -3.038 5.274  0.401
H 1.018 1.914 3.957  0.219
H 1.922 3.462 5.659  0.219
H 1.695 2.965 8.057  0.219
H 0.543 0.904 8.809  0.221
C 0.079 -0.728 -7.465  -0.626
C -0.039 -0.500 -5.981  -0.014
C 0.920 0.199 -5.265  -0.257
C 0.779 0.446 -3.903  0.049
C 1.877 1.197 -3.200  -0.645
C -0.358 -0.007 -3.215  -0.260
Te -0.763 0.671 -1.249  -0.572
C -1.299 -0.779 -3.919  -0.033
C -2.511 -1.384 -3.261  -0.642
C -1.126 -1.003 -5.281  -0.228
H 1.002 -0.307 -7.862  0.209
H -0.756 -0.266 -7.994  0.214
H 0.059 -1.796 -7.692  0.212
H 1.793 0.587 -5.780  0.193
H 2.724 1.364 -3.868  0.200
H 2.228 0.634 -2.332  0.201
H 1.526 2.163 -2.833  0.230
H -2.375 -1.452 -2.185  0.233
H -2.706 -2.383 -3.657  0.203
H -3.400 -0.774 -3.442  0.219
H -1.876 -1.576 -5.819  0.195



Entry 2:
The following is a DFT calculation (ωB97M-V/def2-TZVPD) of a 2-piece molecular cluster, C16H17N overall in a non-equilibrium geometry.

Properties
SMILES ... Cc1c[nH]c2ccccc12.Cc1ccccc1
E_tot ... -18357.3395 eV
E_HOMO ... -7.7 eV

Each line ends with the natural charge from an NBO analysis.
Geometry (Å):
C -1.726 0.192 3.240  -0.624
C -1.178 1.076 2.203  -0.100
C -2.004 1.970 1.568  -0.040
N -1.235 2.696 0.607  -0.541
C 0.073 2.326 0.769  0.143
C 1.170 2.650 -0.022  -0.247
C 2.247 1.771 0.010  -0.208
C 2.192 0.573 0.739  -0.240
C 1.163 0.293 1.615  -0.214
C 0.131 1.203 1.640  -0.042
H -1.383 -0.861 3.181  0.214
H -2.826 0.268 3.273  0.217
H -1.490 0.499 4.265  0.216
H -3.050 2.164 1.598  0.209
H -1.477 3.430 -0.034  0.412
H 1.267 3.520 -0.664  0.213
H 3.070 1.885 -0.684  0.208
H 3.015 -0.090 0.512  0.206
H 1.315 -0.642 2.175  0.221
C 1.298 -3.148 -0.648  -0.640
C 0.394 -2.141 -1.312  -0.015
C -0.802 -1.591 -0.807  -0.206
C -1.482 -0.579 -1.463  -0.208
C -1.023 -0.188 -2.707  -0.228
C 0.084 -0.769 -3.288  -0.210
C 0.807 -1.729 -2.586  -0.206
H 1.161 -4.151 -1.092  0.220
H 1.052 -3.264 0.429  0.221
H 2.319 -2.901 -0.997  0.225
H -1.140 -2.002 0.153  0.205
H -2.417 -0.212 -1.029  0.219
H -1.655 0.439 -3.345  0.209
H 0.431 -0.516 -4.284  0.211
H 1.699 -2.172 -3.018  0.200